Entry 1:
{
  "formula": "C50H39I2N6O2P2S5Y",
  "method": "ωB97M-V with the def2-TZVPD basis set",
  "max_force_ev_per_a": 0.55,
  "homo_ha": -0.2563,
  "mol_weight_da": 1320.9,
  "symbols": ["Y", "S", "N", "C", "C", "C", "C", "C", "N", "C", "C", "N", "C", "C", "C", "C", "C", "N", "H", "H", "H", "H", "H", "H", "O", "C", "O", "C", "C", "C", "C", "C", "N", "H", "H", "H", "H", "C", "N", "C", "P", "C", "C", "C", "C", "C", "C", "C", "C", "C", "C", "C", "C", "C", "C", "C", "C", "C", "C", "P", "C", "C", "C", "C", "C", "C", "C", "C", "C", "C", "C", "C", "H", "H", "H", "H", "H", "H", "H", "H", "H", "H", "H", "H", "H", "H", "H", "H", "H", "H", "H", "H", "H", "H", "H", "H", "H", "H", "H", "H", "H", "S", "S", "S", "S", "I", "I"],
  "coordinates": [[0.41117, 0.00099, -0.16475], [6.42154, -0.74640, -5.51184], [5.18435, -1.72884, -5.17226], [4.40308, -1.07983, -4.32228], [3.17165, -1.57781, -3.75201], [2.64998, -2.82525, -4.09994], [1.46332, -3.21990, -3.53236], [0.85819, -2.37258, -2.60568], [1.35002, -1.19757, -2.24964], [2.48609, -0.77518, -2.83168], [2.96232, 0.57971, -2.50745], [2.22066, 1.33578, -1.67205], [2.64949, 2.56648, -1.42458], [3.78568, 3.13882, -1.99223], [4.55030, 2.37542, -2.83584], [4.13589, 1.06691, -3.09590], [4.87582, 0.20968, -3.99533], [6.01034, 0.52295, -4.60214], [3.18254, -3.44394, -4.80914], [1.00134, -4.16584, -3.76790], [-0.05619, -2.68091, -2.12236], [2.05833, 3.15149, -0.73520], [4.04893, 4.15487, -1.73948], [5.45106, 2.75095, -3.29966], [-2.76028, -2.29967, -1.91134], [-1.99534, -1.39229, -1.64110], [-1.32204, -1.27420, -0.54821], [-1.69956, -0.29975, -2.66080], [-2.21841, -0.39918, -3.93925], [-1.87901, 0.58324, -4.85823], [-1.04149, 1.60960, -4.45749], [-0.55906, 1.61533, -3.15722], [-0.86873, 0.67189, -2.26839], [-2.86649, -1.23126, -4.17078], [-2.26328, 0.55081, -5.86914], [-0.76416, 2.40897, -5.12872], [0.09932, 2.40238, -2.81468], [-2.10444, -1.06448, 3.29887], [-2.39297, -2.27283, 2.55685], [-1.28041, -3.18576, 2.37821], [0.30483, -2.48522, 1.68570], [0.74940, -3.84528, 0.54281], [-0.23015, -4.48672, -0.21516], [0.11234, -5.51943, -1.07299], [1.43849, -5.90006, -1.21467], [2.42400, -5.23302, -0.50282], [2.08285, -4.21677, 0.37615], [1.40365, -2.74806, 3.11254], [1.85807, -1.62675, 3.79921], [2.59950, -1.76802, 4.96227], [2.89860, -3.03158, 5.44419], [2.45034, -4.15680, 4.76359], [1.70240, -4.01556, 3.60757], [-3.58344, -2.98370, 2.88577], [-4.26905, -3.60562, 1.84291], [-5.42434, -4.32053, 2.09714], [-5.92134, -4.41131, 3.39134], [-5.24480, -3.79165, 4.42851], [-4.07381, -3.08836, 4.18292], [-1.93077, 0.34459, 2.10254], [-3.54783, 0.34612, 1.26120], [-4.72272, -0.10793, 1.85878], [-5.92703, -0.04727, 1.17876], [-5.98037, 0.48970, -0.09930], [-4.82500, 0.96934, -0.69281], [-3.61768, 0.88926, -0.01676], [-2.09910, 1.76111, 3.23933], [-1.31951, 1.80548, 4.39408], [-1.39549, 2.88726, 5.25537], [-2.24179, 3.94724, 4.96596], [-3.01277, 3.91632, 3.81439], [-2.94612, 2.82974, 2.95737], [-1.19938, -1.14972, 3.91550], [-2.92314, -0.81912, 3.97880], [-1.60488, -3.96676, 1.69295], [-1.01457, -3.67950, 3.33013], [-1.26676, -4.17440, -0.15736], [-0.66423, -6.02019, -1.63721], [1.70428, -6.70931, -1.88197], [3.46303, -5.51190, -0.61629], [2.85828, -3.71153, 0.93610], [1.65446, -0.63654, 3.40902], [2.95418, -0.88557, 5.47913], [3.48316, -3.14197, 6.34720], [2.68014, -5.14636, 5.13549], [1.35288, -4.90032, 3.08873], [-3.89683, -3.48204, 0.83287], [-5.95330, -4.79006, 1.27821], [-6.83354, -4.95804, 3.58645], [-5.62188, -3.86097, 5.44056], [-3.54270, -2.62678, 5.00594], [-4.71262, -0.51800, 2.85811], [-6.82556, -0.41954, 1.65238], [-6.92371, 0.53957, -0.62641], [-4.85084, 1.40986, -1.68030], [-2.72539, 1.27246, -0.49559], [-0.62956, 1.00114, 4.62159], [-0.78462, 2.90497, 6.14810], [-2.29846, 4.79551, 5.63427], [-3.67034, 4.74136, 3.57729], [-3.55410, 2.82073, 2.06145], [3.00828, -0.91977, 0.54119], [4.12488, 0.77403, 0.75662], [3.16116, 1.90100, 2.22047], [1.15575, 1.55278, 2.01310], [-0.34508, 3.03540, 0.35644], [-2.23771, 4.34034, -1.45698]],
  "atomic_forces_ev_per_a": [[0.45, 0.01, -0.32], [-0.17, 0.01, 0.14], [-0.02, -0.01, -0.01], [0.10, -0.08, -0.11], [-0.10, -0.03, 0.07], [-0.13, 0.02, 0.11], [0.09, 0.09, 0.00], [-0.01, -0.21, 0.00], [0.00, 0.02, 0.16], [0.02, -0.01, -0.15], [0.04, 0.02, -0.09], [-0.03, -0.11, -0.02], [-0.05, 0.03, 0.07], [0.04, -0.10, -0.05], [-0.17, -0.01, 0.11], [-0.02, 0.13, 0.07], [0.16, 0.03, -0.08], [0.01, 0.03, -0.01], [0.02, 0.00, -0.02], [-0.01, -0.04, 0.00], [-0.03, -0.05, 0.03], [0.05, -0.02, -0.03], [0.01, 0.03, 0.00], [0.04, 0.00, -0.02], [0.00, 0.07, -0.10], [-0.08, -0.04, 0.04], [0.06, -0.28, -0.06], [-0.19, -0.38, 0.07], [0.06, 0.27, 0.06], [-0.03, -0.05, 0.02], [0.04, 0.04, 0.11], [-0.03, 0.06, -0.02], [0.00, -0.04, -0.19], [-0.02, -0.01, 0.01], [-0.01, 0.00, -0.01], [0.01, 0.01, -0.03], [-0.03, 0.00, -0.02], [-0.14, 0.08, 0.18], [0.08, -0.04, -0.02], [0.05, -0.23, 0.05], [-0.13, 0.11, -0.10], [0.00, -0.02, 0.07], [-0.04, 0.02, -0.01], [-0.02, -0.02, -0.12], [0.02, -0.02, -0.03], [0.01, -0.02, 0.01], [0.01, 0.02, -0.02], [-0.01, 0.08, 0.07], [0.03, 0.00, -0.05], [0.02, 0.06, 0.04], [0.00, -0.04, 0.00], [0.03, 0.00, 0.05], [-0.02, -0.04, -0.02], [-0.15, 0.02, -0.13], [0.07, 0.07, 0.04], [-0.04, -0.03, -0.01], [-0.03, -0.01, 0.00], [-0.05, -0.02, 0.05], [0.10, 0.03, -0.05], [0.11, -0.05, -0.25], [-0.07, 0.01, 0.10], [0.06, 0.02, -0.01], [-0.01, -0.01, 0.02], [-0.05, 0.01, -0.04], [0.01, 0.01, -0.03], [0.05, 0.00, -0.03], [-0.01, -0.05, 0.05], [0.05, -0.03, 0.02], [0.02, 0.04, 0.04], [0.01, 0.01, 0.02], [-0.02, 0.03, 0.00], [-0.02, 0.01, -0.02], [-0.04, 0.02, -0.06], [0.08, -0.03, -0.01], [0.00, 0.04, 0.17], [0.00, 0.05, -0.10], [0.04, -0.01, -0.07], [0.00, -0.01, -0.01], [0.00, -0.03, -0.02], [0.03, -0.01, -0.01], [0.03, 0.02, 0.04], [-0.02, -0.03, -0.01], [0.01, 0.00, 0.01], [0.02, -0.01, 0.03], [0.02, -0.02, 0.02], [-0.01, 0.00, -0.03], [0.01, 0.01, -0.05], [-0.01, -0.01, -0.01], [-0.03, -0.02, 0.01], [-0.01, 0.00, 0.01], [0.01, 0.02, 0.01], [0.00, -0.02, 0.06], [-0.03, -0.01, 0.01], [-0.02, 0.00, -0.02], [-0.02, 0.02, -0.04], [0.02, 0.00, 0.01], [-0.01, -0.01, -0.01], [0.01, 0.01, 0.02], [0.00, 0.03, 0.02], [-0.02, 0.03, -0.01], [-0.01, -0.01, -0.01], [0.10, 0.00, 0.03], [-0.03, -0.08, -0.10], [-0.12, -0.03, 0.11], [0.03, 0.37, 0.15], [-0.16, 0.42, 0.09], [0.13, -0.07, 0.11]]
}

=====

Entry 2:
{
  "formula": "C50H39N6O8RbS5",
  "method": "ωB97M-V with the def2-TZVPD basis set",
  "charge": -2,
  "max_force_ev_per_a": 1.84,
  "homo_ha": -0.1203,
  "mol_weight_da": 1097.7,
  "symbols": ["Rb", "N", "S", "N", "S", "N", "S", "N", "C", "C", "C", "C", "C", "C", "C", "C", "C", "C", "C", "C", "C", "C", "C", "C", "C", "C", "C", "C", "C", "C", "C", "C", "C", "C", "C", "C", "C", "C", "C", "C", "C", "C", "C", "C", "H", "H", "H", "H", "H", "H", "H", "H", "H", "H", "H", "H", "H", "H", "H", "H", "H", "H", "H", "H", "H", "H", "H", "H", "H", "H", "H", "H", "H", "H", "O", "S", "O", "O", "O", "O", "C", "O", "C", "C", "C", "C", "C", "C", "N", "O", "O", "H", "H", "H", "H", "S", "C", "N", "C", "C", "C", "C", "C", "C", "H", "H", "H", "H", "H"],
  "coordinates": [[-2.31937, 1.40863, -1.18539], [-1.54555, -1.42215, -1.04374], [-0.35208, -1.69189, -0.26153], [0.86430, -0.62062, -0.12772], [1.74331, -0.11196, 1.09835], [1.35494, 0.88060, 2.09401], [-0.48810, 2.34611, 1.56190], [-1.25578, 1.20990, 1.14828], [0.92042, 3.08388, 0.64576], [1.99908, 3.64138, 1.32518], [3.07169, 4.15178, 0.61494], [3.08001, 4.10437, -0.77553], [1.99985, 3.55896, -1.44592], [0.91305, 3.05600, -0.74189], [-0.28274, 2.79424, 3.30920], [-0.11835, 4.10457, 3.71826], [0.08871, 4.37271, 5.06716], [0.14767, 3.33378, 5.98336], [-0.04086, 2.02137, 5.55859], [-0.27347, 1.75327, 4.22200], [2.41729, -1.56449, 1.97259], [2.18691, -1.61456, 3.33627], [2.64497, -2.70046, 4.06961], [3.34391, -3.72122, 3.43818], [3.58425, -3.65609, 2.07091], [3.12125, -2.57478, 1.33438], [3.23122, 0.33783, 0.15767], [4.39289, 0.55941, 0.88608], [5.56485, 0.89464, 0.22781], [5.57017, 1.02079, -1.15746], [4.39799, 0.83936, -1.87576], [3.21891, 0.50281, -1.21942], [-0.57472, -2.37626, 1.40361], [-1.30710, -1.60177, 2.29821], [-1.56463, -2.09323, 3.57041], [-1.12137, -3.35663, 3.94050], [-0.39846, -4.12593, 3.04009], [-0.11979, -3.63835, 1.76982], [0.57608, -3.03184, -1.10290], [-0.13786, -4.19106, -1.39986], [0.38182, -5.13170, -2.27217], [1.61476, -4.91288, -2.87947], [2.31540, -3.74945, -2.60558], [1.79060, -2.80585, -1.72623], [2.01019, 3.64530, 2.40527], [3.91662, 4.57016, 1.14971], [3.93020, 4.48781, -1.32726], [1.98598, 3.49832, -2.52752], [0.08409, 2.65328, -1.30315], [-0.18564, 4.90660, 2.99640], [0.18893, 5.39759, 5.40305], [0.32174, 3.54745, 7.03158], [-0.00446, 1.20716, 6.27292], [-0.45431, 0.75093, 3.85621], [1.65019, -0.78555, 3.78475], [2.45404, -2.75122, 5.13506], [3.70505, -4.56648, 4.01254], [4.12820, -4.45213, 1.57581], [3.30467, -2.52259, 0.27075], [4.36008, 0.47213, 1.96651], [6.47317, 1.05871, 0.79534], [6.48800, 1.27456, -1.67513], [4.39189, 0.96433, -2.95183], [2.28883, 0.37836, -1.75967], [-1.62691, -0.60837, 1.99482], [-2.12180, -1.48127, 4.27116], [-1.34030, -3.74324, 4.92933], [-0.04434, -5.11033, 3.32309], [0.46176, -4.23815, 1.08512], [-1.11421, -4.33518, -0.95041], [-0.17910, -6.03186, -2.49428], [2.01132, -5.63709, -3.58126], [3.26966, -3.56118, -3.08330], [2.31058, -1.87600, -1.54633], [-3.43942, 5.02143, 1.73615], [-2.98708, 3.66193, 1.55713], [-1.37271, 3.81311, 1.19608], [-3.56988, 3.00880, 0.38827], [-3.04659, 2.86633, 2.76965], [-0.15864, 1.96506, -4.12307], [-1.29711, 2.05693, -4.62870], [-2.41388, 2.05992, -4.07340], [-1.33060, 2.18790, -6.15826], [-0.29417, 1.67760, -6.92756], [-0.32978, 1.74529, -8.31704], [-1.39708, 2.35071, -8.95601], [-2.41391, 2.87844, -8.17477], [-2.40421, 2.79791, -6.79396], [-3.55515, 3.51797, -8.85434], [-3.65128, 3.38121, -10.06402], [-4.34557, 4.14938, -8.18433], [0.54406, 1.22646, -6.41207], [0.48038, 1.33145, -8.90499], [-1.46212, 2.42323, -10.03158], [-3.22355, 3.18611, -6.20584], [-5.41088, -0.45043, 3.07338], [-4.74023, 0.35521, 1.66649], [-4.33169, -0.41555, 0.72910], [-4.49205, -1.75297, 1.06795], [-4.05755, -2.83394, 0.29972], [-4.27041, -4.11033, 0.77929], [-4.91699, -4.32741, 2.00405], [-5.33174, -3.26497, 2.78383], [-5.10009, -1.97321, 2.31195], [-4.64426, 1.43310, 1.65780], [-3.51560, -2.62769, -0.61522], [-3.92777, -4.96443, 0.20680], [-5.08309, -5.33933, 2.35403], [-5.80954, -3.43053, 3.74165]],
  "atomic_forces_ev_per_a": [[-0.38, -0.67, -1.67], [0.16, 0.15, 0.49], [0.71, -0.10, -0.46], [0.01, -0.18, 0.24], [-0.08, 0.10, 0.20], [0.48, -0.43, 0.10], [-0.77, 1.19, -0.43], [0.61, -0.25, 0.66], [0.26, 0.11, 0.20], [-0.10, -0.09, -0.01], [0.01, 0.00, -0.08], [0.02, 0.03, 0.09], [-0.04, 0.01, -0.10], [-0.25, -0.03, 0.29], [0.47, -0.13, -0.01], [-0.10, 0.07, 0.00], [-0.02, -0.04, 0.02], [-0.03, -0.04, -0.04], [-0.07, 0.07, 0.07], [-0.08, -0.06, -0.14], [-0.02, -0.16, -0.15], [-0.01, 0.00, 0.01], [0.02, 0.01, -0.03], [-0.01, 0.02, 0.00], [0.01, -0.01, 0.01], [0.00, -0.02, 0.07], [-0.07, -0.09, -0.20], [-0.06, 0.05, 0.02], [-0.02, 0.00, 0.01], [0.01, 0.02, -0.02], [-0.02, 0.02, 0.03], [0.06, 0.00, 0.03], [-0.03, -0.11, 0.01], [0.06, 0.02, -0.04], [-0.02, 0.00, -0.02], [0.00, -0.01, -0.02], [-0.04, 0.00, -0.01], [-0.02, 0.06, 0.04], [-0.28, -0.06, -0.18], [0.00, -0.02, 0.06], [0.03, -0.03, 0.04], [0.01, 0.01, 0.00], [-0.05, 0.00, 0.03], [0.06, -0.06, 0.00], [0.06, -0.06, -0.01], [-0.01, 0.00, 0.01], [0.00, -0.02, -0.01], [-0.05, 0.01, 0.01], [0.03, -0.10, -0.02], [0.02, -0.01, 0.00], [0.03, 0.01, -0.03], [0.00, -0.02, 0.00], [-0.05, 0.01, 0.00], [0.11, -0.01, 0.03], [-0.01, -0.02, 0.00], [-0.01, 0.01, -0.01], [-0.01, -0.01, -0.01], [0.01, 0.01, 0.00], [0.02, 0.00, 0.00], [0.03, -0.02, -0.01], [0.00, 0.00, -0.01], [0.00, 0.01, 0.01], [-0.01, 0.01, 0.01], [0.02, -0.04, -0.01], [-0.05, -0.04, 0.01], [-0.02, -0.01, -0.02], [0.01, 0.01, 0.00], [0.01, 0.01, 0.01], [0.03, 0.01, 0.00], [-0.01, 0.01, -0.04], [-0.01, 0.01, 0.00], [0.01, -0.01, 0.03], [-0.02, 0.02, -0.03], [-0.01, 0.00, 0.01], [0.41, 0.15, -0.15], [-0.65, 0.48, 0.07], [-0.28, -0.34, 0.31], [-0.13, 0.47, 0.64], [-0.05, -0.02, -0.04], [-0.08, 0.00, 0.01], [0.09, 0.06, 0.22], [0.00, 0.08, -0.02], [0.04, -0.05, -0.04], [0.07, 0.02, -0.12], [0.00, 0.04, 0.04], [-0.06, 0.02, -0.13], [0.02, -0.06, 0.01], [-0.16, 0.05, 0.02], [0.11, -0.05, 0.06], [0.02, 0.01, -0.06], [-0.03, 0.02, 0.05], [-0.03, 0.01, 0.04], [0.00, -0.01, 0.00], [0.03, -0.01, 0.00], [0.01, -0.04, 0.04], [0.02, 0.06, -0.01], [0.05, -0.15, 0.17], [0.11, 0.03, -0.15], [-0.05, 0.12, 0.11], [-0.01, 0.03, -0.05], [-0.04, -0.04, 0.01], [0.00, 0.05, 0.03], [0.03, 0.02, -0.01], [-0.01, -0.07, 0.03], [-0.02, -0.02, -0.08], [-0.01, -0.02, 0.00], [0.00, 0.02, -0.02], [0.03, -0.01, -0.01], [0.01, 0.00, 0.00]]
}

=====

| no. | orbital gap (eV) |
| --- | --- |
| 1 | 6.0810 |
| 2 | 6.8430 |